P:
Formula: C8H11NO
Source: the OMol25 dataset
Level of theory: ωB97M-V/def2-TZVPD

Geometry as XYZ:
```
21
Properties=species:S:1:pos:R:3:lowdin_charge:R:1
O -2.154 -2.389 0.037 0.02
N -2.477 -0.336 0.944 0.07
C 2.348 0.682 -1.157 -0.14
C 1.456 0.232 -2.016 -0.13
C 0.101 0.460 -1.790 -0.07
C -0.248 0.745 -0.443 -0.14
C 2.078 1.140 0.119 -0.07
C -1.720 -1.459 0.739 -0.57
C 0.710 1.258 0.494 -0.09
C -0.328 -1.429 1.381 -0.01
H 1.615 0.014 -3.129 0.13
H 3.270 0.667 -1.564 0.07
H -0.164 -0.531 2.039 0.08
H -3.533 -0.392 0.771 0.15
H 0.588 1.597 1.446 0.06
H 2.782 1.791 0.693 0.12
H -0.867 0.529 -2.502 0.16
H -0.136 -2.323 1.944 0.07
H -1.324 0.711 -0.254 0.07
H 0.431 -1.308 0.528 0.10
H -2.426 0.342 1.722 0.12
```

Output
**Charge**: 0
**M**: 137.2 Da
**HOMO**: -9.158 eV
**Spin multiplicity**: 1
**SMILES**: c1ccccc1.CC(N)=O

---

Q:
Formula: C8H11NO
Source: the OMol25 dataset
Level of theory: ωB97M-V/def2-TZVPD

Geometry as XYZ:
```
21
Properties=species:S:1:pos:R:3:lowdin_charge:R:1
O -0.799 -0.555 2.044 0.06
N -1.514 -0.081 0.000 0.08
C 1.154 -1.448 0.257 -0.11
C -1.181 1.624 1.719 -0.01
C 0.713 0.396 -1.792 -0.13
C 2.121 -0.460 0.020 -0.07
C -1.049 0.292 1.248 -0.64
C -0.117 -0.671 -1.616 -0.16
C 1.858 0.440 -1.040 -0.11
C 0.074 -1.536 -0.563 -0.20
H 0.548 1.246 -2.499 0.12
H 2.651 1.159 -1.402 0.12
H -1.751 1.592 2.659 0.11
H -0.273 2.021 2.025 0.07
H 3.056 -0.371 0.610 0.11
H -1.942 0.607 -0.613 0.12
H -0.659 -2.346 -0.425 0.13
H 1.349 -2.282 1.027 0.14
H -1.546 2.282 0.897 0.10
H -1.701 -1.142 -0.261 0.15
H -0.989 -0.767 -2.295 0.13
```

Output
**Charge**: 0
**M**: 137.2 Da
**HOMO**: -7.962 eV
**Spin multiplicity**: 1
**SMILES**: c1ccccc1.CC(N)=O

---

Quick look at relative energies in kJ/mol: P 0.0; Q 62.0.

---

P:
Formula: C5H8N3
Source: the OMol25 dataset
Level of theory: ωB97M-V/def2-TZVPD

Geometry as XYZ:
```
16
Properties=species:S:1:pos:R:3:lowdin_charge:R:1
N -0.329 -0.491 0.555 -0.01
N -0.062 -0.957 1.717 0.03
N 1.380 1.329 -1.490 0.22
C -1.064 0.737 -1.786 0.00
C 0.145 1.132 -1.424 0.01
C -2.058 0.048 -0.964 -0.02
C 1.297 -0.927 2.178 -0.07
C -1.654 -0.520 0.207 -0.11
H -2.999 0.128 -1.454 0.11
H 1.874 -1.841 2.074 0.11
H 1.945 -0.250 1.777 0.05
H -2.380 -1.127 0.910 0.17
H -1.201 0.932 -2.783 0.12
H 2.046 0.571 -1.383 0.16
H 1.130 -0.960 3.182 0.06
H 1.929 2.195 -1.315 0.18
```

Output
**Charge**: +1
**M**: 110.1 Da
**HOMO**: -13.489 eV
**Spin multiplicity**: 1
**SMILES**: C/N=N/C=C\C=C=[NH2+]

---

Q:
Formula: C5H8N3
Source: the OMol25 dataset
Level of theory: ωB97M-V/def2-TZVPD

Geometry as XYZ:
```
16
Properties=species:S:1:pos:R:3:lowdin_charge:R:1
N -0.793 0.184 1.286 0.07
N 0.596 1.491 -0.069 0.21
N 0.528 -1.665 0.630 0.04
C -0.645 0.716 -0.028 -0.32
C -0.552 -0.291 -1.125 -0.13
C 0.019 -0.949 1.529 -0.17
C 1.308 2.403 -0.039 0.34
C 0.447 -1.440 -0.755 -0.21
H 0.234 -1.230 2.510 0.11
H -0.043 -2.415 -1.132 0.15
H 1.469 -1.487 -1.309 0.15
H -1.478 1.508 -0.384 0.23
H -0.156 0.212 -1.994 0.11
H -1.560 -0.625 -1.364 0.13
H 2.112 3.006 0.333 0.14
H -1.485 0.582 1.911 0.15
```

Output
**Charge**: +1
**M**: 110.1 Da
**HOMO**: -13.194 eV
**Spin multiplicity**: 1
**SMILES**: C#[N+][C@H]1CCN=CN1

---

R:
Formula: C5H8N3
Source: the OMol25 dataset
Level of theory: ωB97M-V/def2-TZVPD

Geometry as XYZ:
```
16
Properties=species:S:1:pos:R:3:lowdin_charge:R:1
N -1.573 -2.118 -0.101 0.24
N -3.285 0.841 0.119 0.11
N -3.090 -0.390 0.028 0.03
C -2.183 1.690 0.010 -0.09
C -0.962 1.099 -0.048 0.08
C -1.886 -0.870 -0.170 -0.10
C 1.207 -0.159 0.217 -0.06
C 0.473 1.177 -0.169 -0.21
H 1.094 -0.978 -0.552 0.09
H 0.940 1.980 0.537 0.18
H -0.548 -2.237 -0.356 0.15
H 0.603 -0.381 1.040 0.04
H -2.524 2.770 -0.178 0.16
H -2.173 -2.967 -0.125 0.18
H 0.677 1.658 -1.068 0.10
H 2.243 -0.074 0.495 0.08
```

Output
**Charge**: +1
**M**: 110.1 Da
**HOMO**: -14.136 eV
**Spin multiplicity**: 1

---

Quick look at relative energies in kJ/mol: P 149.2; Q 0.0; R 269.2.

---

P:
Formula: C2H12N2O2
Source: the OMol25 dataset
Level of theory: ωB97M-V/def2-TZVPD

Geometry as XYZ:
```
18
Properties=species:S:1:pos:R:3:lowdin_charge:R:1
O 2.054 0.941 -0.968 -0.15
O 1.553 -1.596 -0.532 -0.25
N -0.213 2.310 0.474 0.07
N -1.762 0.256 1.048 0.17
C -0.713 -0.606 0.560 -0.30
C -1.330 -1.539 -0.535 -0.03
H 0.076 3.021 1.078 0.02
H 2.345 -2.088 -0.427 -0.05
H 2.036 -0.052 -0.887 -0.04
H -0.563 -2.185 -0.885 0.05
H 1.237 1.214 -0.429 -0.02
H -2.115 -2.127 -0.089 0.06
H -1.955 0.116 2.014 0.07
H -0.860 1.610 0.988 0.00
H -0.183 -1.197 1.336 0.13
H -0.082 0.133 0.086 0.08
H -0.761 2.645 -0.349 0.08
H -1.952 -0.934 -1.240 0.10
```

Output
**Charge**: 0
**M**: 96.1 Da
**HOMO**: -8.545 eV
**Spin multiplicity**: 1

---

Q:
Formula: C2H12N2O2
Source: the OMol25 dataset
Level of theory: ωB97M-V/def2-TZVPD

Geometry as XYZ:
```
18
Properties=species:S:1:pos:R:3:lowdin_charge:R:1
O -4.052 -1.002 2.833 -0.06
O -1.383 1.813 3.209 -0.05
N 1.635 1.402 -0.945 -0.03
N 1.249 -1.880 -2.441 -0.02
C 2.107 0.012 -1.084 -0.27
C 1.749 -0.524 -2.508 -0.29
H 1.705 1.804 -0.025 0.05
H 1.442 -2.418 -3.287 0.07
H -3.740 -0.234 2.341 0.02
H 0.249 -1.921 -2.354 0.06
H -1.838 1.838 2.378 0.01
H 2.665 -0.518 -3.098 0.10
H -2.131 1.467 3.728 0.04
H 0.679 1.443 -1.254 0.04
H 1.078 0.243 -2.919 0.10
H 1.606 -0.564 -0.305 0.09
H -5.006 -1.084 2.661 0.05
H 3.180 -0.134 -1.018 0.10
```

Output
**Charge**: 0
**M**: 96.1 Da
**HOMO**: -8.922 eV
**Spin multiplicity**: 1
**SMILES**: NCCN.O.O

---

Quick look at relative energies in kJ/mol: P 643.3; Q 0.0.

---

P:
Formula: C2H12N2O2
Source: the OMol25 dataset
Level of theory: ωB97M-V/def2-TZVPD

Geometry as XYZ:
```
18
Properties=species:S:1:pos:R:3:lowdin_charge:R:1
O 0.447 -2.563 -0.131 -0.08
O 0.111 -0.832 1.971 -0.13
N 0.776 1.985 0.286 0.00
N -0.374 0.203 -1.088 -0.12
C 0.554 1.332 -1.004 -0.34
C -1.710 0.528 -0.582 -0.14
H 0.892 1.234 0.956 0.00
H -2.322 -0.374 -0.707 0.08
H -0.044 2.502 0.585 0.06
H 1.508 0.929 -1.358 0.10
H 1.818 -0.757 1.060 0.40
H 0.379 -3.474 0.169 0.05
H 0.237 2.078 -1.737 0.11
H 0.982 -0.853 2.422 -0.05
H -1.706 0.743 0.488 0.05
H -2.109 1.368 -1.150 0.08
H 0.626 -2.019 0.658 -0.08
H -0.011 -0.571 -0.527 0.02
```

Output
**Charge**: 0
**M**: 96.1 Da
**HOMO**: -8.460 eV
**Spin multiplicity**: 1

---

Q:
Formula: C2H12N2O2
Source: the OMol25 dataset
Level of theory: ωB97M-V/def2-TZVPD

Geometry as XYZ:
```
18
Properties=species:S:1:pos:R:3:lowdin_charge:R:1
O -0.227 -1.530 2.839 -0.14
O -0.975 2.961 0.043 -0.13
N 1.078 1.003 0.013 -0.02
N -1.148 -1.130 -0.051 0.00
C 1.177 -0.344 -0.741 -0.21
C -0.192 -0.977 -1.118 -0.30
H -0.156 2.418 -0.074 -0.03
H -0.251 -1.803 1.854 0.04
H 1.164 0.980 1.012 0.07
H -2.090 -1.242 -0.427 0.09
H -1.102 -1.640 3.270 0.04
H 1.845 1.592 -0.370 0.09
H 0.206 -1.915 -1.645 0.13
H -1.086 3.275 -0.892 0.04
H 2.000 -0.960 -0.319 0.11
H 1.515 -0.073 -1.739 0.09
H -0.599 -0.406 -1.943 0.10
H -1.158 -0.207 0.287 0.04
```

Output
**Charge**: 0
**M**: 96.1 Da
**HOMO**: -9.878 eV
**Spin multiplicity**: 1
**SMILES**: NCCN.O.O

---

Quick look at relative energies in kJ/mol: P 504.7; Q 0.0.

---

P:
Formula: C3H9N4
Source: the OMol25 dataset
Level of theory: ωB97M-V/def2-TZVPD

Geometry as XYZ:
```
16
Properties=species:S:1:pos:R:3:lowdin_charge:R:1
N -0.522 -3.413 -0.814 0.21
N -0.082 -1.051 -1.106 0.17
N -0.544 2.432 1.133 0.08
N -0.368 0.974 1.490 -0.14
C -0.162 -2.191 -0.909 -0.08
C 0.391 0.258 -0.937 -0.14
C 0.702 0.491 0.712 -0.30
H 1.542 1.288 0.579 0.12
H 0.065 3.116 1.596 0.15
H -0.882 -3.867 -1.658 0.16
H -1.519 2.623 1.196 0.14
H 1.427 0.477 -1.272 0.12
H -0.435 -4.097 -0.098 0.14
H -0.463 0.930 -1.216 0.13
H 1.015 -0.479 1.131 0.11
H -0.166 2.511 0.172 0.12
```

Output
**Charge**: +1
**M**: 101.1 Da
**HOMO (alpha / beta)**: -11.091 / -11.091 eV
**Spin multiplicity**: 1

---

Q:
Formula: C3H9N4
Source: the OMol25 dataset
Level of theory: ωB97M-V/def2-TZVPD

Geometry as XYZ:
```
16
Properties=species:S:1:pos:R:3:lowdin_charge:R:1
N 2.791 -0.466 0.110 0.00
N -2.174 -0.060 0.164 0.15
N -1.034 0.577 0.189 -0.20
N -0.021 -0.193 -0.073 0.11
C -1.068 2.068 0.288 0.04
C -0.571 -1.414 -0.488 0.01
C -1.918 -1.308 -0.293 -0.04
H 3.569 -0.090 0.671 0.07
H -1.000 2.494 -0.675 0.07
H -0.345 2.686 0.993 0.14
H -2.182 2.221 0.656 0.14
H 3.091 -0.718 -0.877 0.09
H -0.079 -2.296 -0.724 0.11
H 1.117 -0.170 -0.082 0.15
H -2.681 -1.954 -0.441 0.09
H 2.505 -1.378 0.583 0.08
```

Output
**Charge**: +1
**M**: 101.1 Da
**HOMO**: -15.137 eV
**Spin multiplicity**: 1

---

R:
Formula: C3H9N4
Source: the OMol25 dataset
Level of theory: ωB97M-V/def2-TZVPD

Geometry as XYZ:
```
16
Properties=species:S:1:pos:R:3:lowdin_charge:R:1
N -1.512 0.128 -1.597 0.02
N -1.262 0.471 -0.388 0.15
N -0.165 0.048 0.070 -0.13
N 0.378 0.109 1.299 -0.03
C -0.190 0.526 2.533 -0.05
C 0.567 -0.708 -0.985 -0.03
C -0.413 -0.495 -2.196 -0.12
H -0.017 1.559 2.663 0.07
H -2.200 0.682 -1.966 0.14
H -0.849 -1.488 -2.770 0.19
H 0.332 -0.217 3.307 0.15
H 0.126 0.061 -2.954 0.12
H 1.636 -0.238 -1.063 0.16
H 0.686 -1.756 -0.568 0.15
H 1.323 0.188 1.191 0.11
H -1.248 0.112 2.674 0.12
```

Output
**Charge**: +1
**M**: 101.1 Da
**HOMO**: -13.335 eV
**Spin multiplicity**: 1
**SMILES**: CN[N+]1=NNCC1

---

Quick look at relative energies in kJ/mol: P 257.3; Q 0.0; R 199.1.

---

P:
Formula: C3H9N4
Source: the OMol25 dataset
Level of theory: ωB97M-V/def2-TZVPD

Geometry as XYZ:
```
16
Properties=species:S:1:pos:R:3:lowdin_charge:R:1
N 1.522 -1.230 1.797 -0.07
N -1.200 1.038 -1.407 -0.03
N -0.802 -1.035 -1.236 0.11
N -1.442 -0.134 -1.767 0.01
C 2.408 -1.560 2.794 -0.05
C -1.849 2.340 -1.683 0.00
C 0.847 -0.947 0.913 0.12
H 1.818 -2.059 3.466 0.08
H -2.294 2.715 -0.725 0.11
H 2.851 -0.602 3.019 0.11
H -1.026 -1.892 -1.591 0.10
H -0.001 -0.982 -0.472 0.01
H 3.258 -2.099 2.242 0.15
H -0.372 1.124 -0.771 0.17
H -2.584 2.321 -2.490 0.10
H -1.133 3.001 -2.089 0.07
```

Output
**Charge**: +1
**M**: 101.1 Da
**HOMO**: -14.976 eV
**Spin multiplicity**: 1

---

Q:
Formula: C3H9N4
Source: the OMol25 dataset
Level of theory: ωB97M-V/def2-TZVPD

Geometry as XYZ:
```
16
Properties=species:S:1:pos:R:3:lowdin_charge:R:1
N -1.120 -0.203 -1.702 0.18
N -1.151 -1.437 1.592 0.11
N 1.152 -0.334 -1.431 0.17
N -1.500 -0.836 0.657 0.04
C -0.055 0.106 -1.046 -0.42
C 0.633 0.552 1.453 -0.12
C -0.274 0.649 0.317 -0.16
H 1.481 1.182 1.235 0.08
H 1.008 -0.492 1.699 0.11
H -1.255 1.206 0.563 0.16
H 2.118 0.077 -1.016 0.21
H 0.165 1.010 2.324 0.09
H -2.014 -0.153 -1.117 0.15
H -1.586 -2.248 1.974 0.11
H 1.271 -0.916 -2.299 0.15
H -1.067 -0.669 -2.584 0.14
```

Output
**Charge**: +1
**M**: 101.1 Da
**HOMO**: -12.751 eV
**Spin multiplicity**: 1

---

R:
Formula: C3H9N4
Source: the OMol25 dataset
Level of theory: ωB97M-V/def2-TZVPD

Geometry as XYZ:
```
16
Properties=species:S:1:pos:R:3:lowdin_charge:R:1
N -2.211 -0.839 -0.149 0.22
N -0.387 1.891 -0.998 0.11
N -0.747 0.097 1.538 0.21
N 0.638 2.347 -1.270 0.03
C 0.169 -0.761 -0.513 -0.06
C 1.607 -0.557 -0.180 -0.07
C -0.937 -0.541 0.364 -0.34
H 0.073 0.628 1.746 0.12
H -1.394 0.293 2.205 0.09
H -0.089 -1.224 -1.430 0.11
H 1.010 3.085 -1.909 0.13
H -3.074 -0.609 0.276 0.12
H 2.335 -1.003 -0.843 0.09
H -2.256 -1.480 -0.843 0.07
H 1.937 0.525 -0.217 0.08
H 1.605 -0.793 0.912 0.10
```

Output
**Charge**: +1
**M**: 101.1 Da
**HOMO (alpha / beta)**: -11.815 / -13.097 eV
**Spin multiplicity**: 1

---

Quick look at relative energies in kJ/mol: P 65.6; Q 0.0; R 23.9.